Entry 1:
Computed, not measured: a 2-piece molecular cluster, C3H11N4 overall, with ωB97M-V/def2-TZVPD.

Properties
- total charge = +1
- M (g mol⁻¹) = 103.15
- energy above the lowest of the compared OMol25 structures with the same formula, charge and spin (kcal/mol) = 35.6
- LUMO energy (eV) = -3.5
- 2S+1 = 1
- frontier orbital gap (Ha) = 0.321

Cartesian coordinates (Å):
N: 2.320 2.528 0.256
N: -2.057 -2.049 -0.363
N: 0.872 -0.910 1.148
N: -2.248 0.035 -1.430
C: 1.678 0.334 1.216
C: -1.578 -0.998 -1.014
C: 1.599 1.252 0.247
H: -3.195 0.152 -1.137
H: 1.514 -1.654 1.076
H: -2.964 -1.979 0.123
H: 0.935 1.049 -0.622
H: 0.397 -1.040 2.034
H: -0.497 -1.056 -1.269
H: 2.314 0.418 2.105
H: 2.503 2.691 -0.750
H: -1.850 0.798 -1.916
H: 1.712 3.275 0.494
H: -1.454 -2.845 -0.200

---

Entry 2:
Computed, not measured: a 2-piece molecular cluster, C3H4BrClO overall, with ωB97M-V/def2-TZVPD.

Properties
- M (g mol⁻¹) = 171.42
- energy above the lowest of the compared OMol25 structures with the same formula, charge and spin (kcal/mol) = 63.1
- LUMO energy (eV) = -0.3
- 2S+1 = 1
- frontier orbital gap (Ha) = 0.370

Cartesian coordinates (Å):
Br: 1.200 0.782 -2.132
Cl: -1.475 1.068 -0.797
O: -0.504 -1.491 -1.387
C: -0.101 0.218 1.713
C: 0.026 0.226 -0.710
C: 0.633 0.064 0.631
H: 0.239 0.074 2.779
H: -0.563 -1.022 -2.247
H: -1.191 0.291 1.526
H: 1.736 -0.210 0.624

---

Entry 3:
Computed, not measured: an isolated ion of composition C7H18ClNO3P and charge +1, with ωB97M-V/def2-TZVPD.

Properties
- total charge = +1
- SMILES = CCCC[N@H+](CCCCl)P(=O)(O)O
- M (g mol⁻¹) = 230.65
- energy above the lowest of the compared OMol25 structures with the same formula, charge and spin (kcal/mol) = 0.0
- LUMO energy (eV) = -3.8
- 2S+1 = 1
- frontier orbital gap (Ha) = 0.373

Cartesian coordinates (Å):
Cl: -0.090 -0.183 -3.263
P: 2.402 -1.345 0.407
O: 3.482 -0.320 0.900
O: 2.183 -2.431 1.515
O: 2.561 -1.842 -0.934
N: 0.842 -0.408 0.500
C: -2.096 -0.158 1.230
C: -0.245 -1.244 -0.177
C: 0.380 1.361 -2.503
C: -3.401 0.626 1.163
C: 0.947 1.023 0.007
C: -1.602 -0.567 -0.157
C: 1.445 1.214 -1.424
H: 2.196 -2.200 2.454
H: -1.352 0.457 1.757
H: 0.751 1.993 -3.305
H: 3.342 0.246 1.670
H: -4.206 0.016 0.750
H: -3.711 0.965 2.151
H: 2.013 2.147 -1.412
H: 1.630 1.518 0.697
H: 0.563 -0.357 1.483
H: -0.530 1.818 -2.112
H: -2.290 -1.313 -0.565
H: -3.296 1.507 0.524
H: -2.238 -1.057 1.839
H: -0.036 1.467 0.158
H: -1.631 0.276 -0.852
H: 0.119 -1.459 -1.178
H: 2.153 0.431 -1.705
H: -0.281 -2.181 0.384

---

Entry 4:
Computed, not measured: one molecule with the formula C6H9N, with ωB97M-V/def2-TZVPD.

Properties
- M (g mol⁻¹) = 95.14
- energy above the lowest of the compared OMol25 structures with the same formula, charge and spin (kcal/mol) = 105.6
- LUMO energy (spin up / spin down) (eV) = 0.1 / 0.1
- 2S+1 = 1
- frontier orbital gap (spin up / spin down) (Ha) = 0.289 / 0.289

Cartesian coordinates (Å):
N: 0.678 1.696 -1.888
C: 0.562 0.762 -1.049
C: 1.916 -0.643 0.786
C: -0.670 -0.017 -0.129
C: 0.858 0.096 0.056
C: -0.811 -1.372 -0.323
C: -1.656 0.854 0.593
H: -0.056 1.708 -2.592
H: -1.480 -1.964 0.292
H: 1.575 -0.902 1.790
H: -1.349 1.899 0.555
H: -2.648 0.777 0.146
H: -0.214 -1.905 -1.048
H: 2.790 0.005 0.882
H: -1.726 0.566 1.648
H: 2.231 -1.558 0.282

---

Entry 5:
Computed, not measured: C12H14N3O10P2PtSSe as an isolated structure, with ωB97M-V/def2-TZVPD.

Properties
- total charge = -1
- M (g mol⁻¹) = 728.31
- energy above the lowest of the compared OMol25 structures with the same formula, charge and spin (kcal/mol) = 8.9
- LUMO energy (eV) = 0.8
- 2S+1 = 1
- frontier orbital gap (Ha) = 0.205

Cartesian coordinates (Å):
Pt: -0.277 -0.270 -0.095
Se: 0.449 1.690 1.144
S: 1.461 -2.813 1.567
P: -0.722 0.190 3.720
P: -2.607 -0.625 1.735
O: 2.662 -3.473 1.062
O: 1.725 -1.487 2.101
O: -1.350 -0.930 2.717
O: -2.104 0.401 0.717
O: 0.356 -2.827 0.574
O: -0.291 1.401 2.829
O: -2.020 0.741 4.457
O: -3.799 -0.318 2.556
O: -2.740 -1.990 0.914
O: 0.246 -0.380 4.651
N: -0.899 -1.059 -2.006
N: 1.420 -0.626 -1.054
N: 0.004 -1.529 -2.734
C: 3.649 -1.532 -2.419
C: 3.777 -0.871 -1.211
C: -4.854 -1.970 -3.013
C: -4.543 -0.784 -2.363
C: -2.526 -2.580 -3.046
C: 2.383 -1.744 -2.936
C: -3.226 -0.489 -2.046
C: 1.293 -1.286 -2.224
C: -3.845 -2.867 -3.350
C: -2.233 -1.390 -2.394
C: 2.644 -0.438 -0.545
C: 0.875 -3.794 2.935
H: -0.203 -3.904 2.845
H: -2.961 0.412 -1.509
H: -5.885 -2.207 -3.242
H: 1.111 -3.265 3.856
H: -2.904 -2.748 1.486
H: -1.728 -3.270 -3.280
H: 1.369 -4.761 2.887
H: -5.326 -0.093 -2.082
H: 2.676 0.059 0.413
H: -2.839 0.541 3.960
H: 4.743 -0.706 -0.758
H: 2.208 -2.269 -3.864
H: -4.089 -3.799 -3.843
H: 4.522 -1.890 -2.948

---

Entry 6:
Computed, not measured: a 7-piece molecular cluster, H14O7 overall, with ωB97M-V/def2-TZVPD.

Properties
- SMILES = O.O.O.O.O.O.O
- M (g mol⁻¹) = 126.10
- energy above the lowest of the compared OMol25 structures with the same formula, charge and spin (kcal/mol) = 41.9
- LUMO energy (eV) = 0.0
- 2S+1 = 1
- frontier orbital gap (Ha) = 0.400

Cartesian coordinates (Å):
O: 0.314 2.821 0.353
O: 2.360 1.756 -1.178
O: -2.275 -0.703 -1.730
O: 2.294 -2.092 3.345
O: -4.401 0.744 -0.091
O: -0.129 -0.402 0.332
O: 2.204 -2.336 -0.411
H: 0.435 -1.150 0.530
H: -0.927 -0.790 -0.025
H: 1.913 1.656 -0.338
H: 2.812 2.597 -1.111
H: 2.759 -1.370 3.768
H: -1.994 -0.073 -2.394
H: 1.675 -1.664 2.753
H: -4.709 0.857 -0.990
H: -3.449 0.825 -0.152
H: -0.300 2.245 -0.103
H: -3.229 -0.722 -1.805
H: 2.555 -1.700 -1.035
H: 0.371 2.459 1.237
H: 1.722 -2.962 -0.952